No. 1
Formula: C9H14O
Source: the OMol25 dataset
Level of theory: wB97M-V/def2-TZVPD

Each line ends with the Löwdin charge.
Positions of all 24 atoms, in Å:
C 2.353 -1.483 -2.273  -0.099
C 1.674 -0.311 -1.894  -0.386
C 2.236 0.264 -0.809  -0.073
C 1.639 1.296 -0.045  -0.007
C 0.529 1.795 -0.638  -0.273
O -0.342 2.806 -0.096  -0.047
C -0.021 1.248 -1.875  -0.019
C 0.561 0.213 -2.566  -0.024
H 2.560 -2.132 -1.221  0.145
H 3.398 -1.254 -2.637  0.106
H 1.759 -2.249 -2.769  0.073
H 3.036 -0.209 -0.369  0.086
H 2.069 1.250 0.913  0.103
H 0.212 3.460 0.488  0.147
H -0.890 1.801 -2.252  0.114
H 0.168 -0.262 -3.555  0.152
C -2.164 -0.364 3.189  -0.167
C -3.071 -1.263 2.200  -0.154
H -1.137 -0.036 2.852  0.060
H -2.822 0.525 3.272  0.043
H -2.057 -0.676 4.273  0.062
H -2.661 -1.188 1.178  0.052
H -2.892 -2.308 2.428  0.039
H -4.135 -0.924 2.206  0.067

Its SMILES is Cc1ccc(O)cc1.CC. For the energy above the lowest of the compared OMol25 structures with the same formula, charge and spin, the calculation gives 2.631 eV. As for the HOMO-LUMO gap: 9.138 eV. As for the molar mass: 138.210 g mol⁻¹. The HOMO energy comes out at -0.306 Eh.

***

No. 2
Formula: C9H14O
Source: the OMol25 dataset
Level of theory: wB97M-V/def2-TZVPD

Each line ends with the Löwdin charge.
Positions of all 24 atoms, in Å:
C -1.222 -2.372 0.025  -0.053
C -0.951 -1.047 -0.641  -0.288
C 0.253 -0.807 -1.293  -0.065
C 0.556 0.422 -1.866  -0.033
C -0.353 1.469 -1.808  -0.332
O 0.130 2.744 -1.799  0.057
C -1.651 1.125 -1.442  -0.031
C -1.934 -0.085 -0.813  -0.046
H -0.322 -2.987 0.080  0.073
H -1.885 -2.990 -0.586  0.079
H -1.620 -2.203 1.024  0.076
H 0.979 -1.552 -1.471  0.102
H 1.576 0.548 -2.209  0.119
H -0.571 3.376 -1.976  0.104
H -2.468 1.828 -1.586  0.110
H -2.922 -0.079 -0.377  0.112
C 2.040 0.398 1.496  -0.160
C 1.121 0.202 2.714  -0.160
H 2.294 -0.536 1.017  0.057
H 1.511 0.954 0.714  0.046
H 2.805 1.109 1.807  0.063
H 0.139 -0.156 2.409  0.047
H 0.951 1.170 3.184  0.061
H 1.542 -0.530 3.400  0.059

Its SMILES is Cc1ccc(O)cc1.CC. For the energy above the lowest of the compared OMol25 structures with the same formula, charge and spin, the calculation gives 0.834 eV. As for the HOMO-LUMO gap: 9.243 eV. As for the molar mass: 138.210 g mol⁻¹. The HOMO energy comes out at -0.308 Eh.

***

No. 3
Formula: C9H14O
Source: the OMol25 dataset
Level of theory: wB97M-V/def2-TZVPD

Each line ends with the Löwdin charge.
Positions of all 24 atoms, in Å:
C -1.107 0.737 -2.885  -0.057
C -0.342 1.072 -1.573  -0.237
C -0.859 1.560 -0.392  -0.035
C -0.060 1.503 0.786  -0.032
C 1.197 0.987 0.687  -0.322
O 2.251 1.089 1.602  0.007
C 1.769 0.527 -0.551  -0.042
C 1.053 0.680 -1.704  -0.051
H -0.343 0.840 -3.664  0.066
H -1.695 1.591 -3.147  0.052
H -1.839 -0.083 -2.917  0.083
H -1.829 1.885 -0.306  0.083
H -0.423 1.928 1.676  0.103
H 2.051 0.754 2.485  0.101
H 2.820 0.127 -0.626  0.136
H 1.485 0.360 -2.688  0.120
C -0.979 -1.601 2.216  -0.192
C -0.130 -2.274 1.193  -0.217
H -0.468 -1.238 3.175  0.083
H -1.381 -0.797 1.566  0.058
H -1.689 -2.431 2.545  0.085
H -0.858 -2.554 0.474  0.047
H 0.652 -3.078 1.324  0.076
H 0.723 -1.582 0.724  0.087

Its SMILES is Cc1ccc(O)cc1.CC. For the energy above the lowest of the compared OMol25 structures with the same formula, charge and spin, the calculation gives 2.201 eV. As for the HOMO-LUMO gap: 9.365 eV. As for the molar mass: 138.210 g mol⁻¹. The HOMO energy comes out at -0.312 Eh.

***

No. 4
Formula: C9H14O
Source: the OMol25 dataset
Level of theory: wB97M-V/def2-TZVPD

Each line ends with the Löwdin charge.
Positions of all 24 atoms, in Å:
C -1.296 -0.761 2.375  -0.052
C -0.252 0.168 1.761  -0.297
C -0.563 1.145 0.876  -0.063
C 0.454 1.901 0.235  -0.007
C 1.753 1.476 0.451  -0.332
O 2.743 2.074 -0.267  0.046
C 2.051 0.641 1.546  -0.030
C 1.078 -0.101 2.170  -0.039
H -2.301 -0.464 2.123  0.068
H -1.037 -0.883 3.425  0.073
H -1.104 -1.777 2.002  0.080
H -1.606 1.306 0.634  0.112
H 0.276 2.807 -0.326  0.116
H 3.621 1.822 0.016  0.094
H 3.138 0.565 1.626  0.113
H 1.434 -0.934 2.757  0.115
C -1.589 -1.656 -2.725  -0.178
C -0.478 -0.650 -2.566  -0.176
H -1.463 -2.501 -2.051  0.060
H -2.569 -1.217 -2.511  0.060
H -1.747 -1.983 -3.756  0.062
H 0.491 -1.128 -2.439  0.066
H -0.709 0.176 -1.892  0.044
H -0.327 -0.026 -3.463  0.066

Its SMILES is Cc1ccc(O)cc1.CC. For the energy above the lowest of the compared OMol25 structures with the same formula, charge and spin, the calculation gives 0.976 eV. As for the HOMO-LUMO gap: 9.124 eV. As for the molar mass: 138.210 g mol⁻¹. The HOMO energy comes out at -0.305 Eh.